Record 1
{"formula": "C26H28F6IrN5O6S5", "method": "ωB97M-V with the def2-TZVPD basis set", "spin_multiplicity": 6, "e_tot_ev": -120440.6256, "homo_lumo_gap_ev": [7.6, 4.0], "fmax_ev_per_a": 0.60, "e_homo_ev": [-16.048, -16.066], "relative_energy_kcal_mol": 23.8, "total_charge": 3, "elements": ["Ir", "C", "C", "N", "N", "C", "N", "S", "C", "C", "C", "C", "C", "N", "H", "H", "H", "H", "H", "H", "H", "H", "H", "H", "F", "C", "F", "F", "S", "O", "O", "N", "S", "O", "O", "C", "F", "F", "F", "O", "S", "C", "C", "C", "C", "S", "O", "C", "C", "C", "C", "C", "C", "C", "C", "C", "C", "C", "C", "H", "H", "H", "H", "H", "H", "H", "H", "H", "H", "H", "H", "H", "H", "H", "H", "H", "H"], "xyz": [[-0.901, -0.110, 0.050], [-3.683, -3.042, -1.972], [-2.454, -2.383, -1.447], [-2.273, -2.015, -0.235], [-3.252, -2.175, 0.700], [-3.112, -1.515, 1.864], [-4.091, -1.564, 2.743], [-1.674, -0.658, 2.245], [-1.305, -2.063, -2.331], [-1.173, -2.625, -3.586], [-0.073, -2.289, -4.366], [0.854, -1.402, -3.860], [0.662, -0.882, -2.587], [-0.387, -1.208, -1.829], [-4.581, -2.631, -1.508], [-3.658, -4.120, -1.795], [-3.787, -2.877, -3.041], [-4.147, -2.557, 0.421], [-4.948, -2.073, 2.581], [-4.037, -0.997, 3.577], [-1.909, -3.323, -3.956], [0.044, -2.713, -5.355], [1.714, -1.093, -4.437], [1.341, -0.162, -2.158], [-4.504, 0.639, -3.050], [-4.424, 1.800, -2.406], [-5.540, 2.042, -1.761], [-4.136, 2.770, -3.246], [-3.039, 1.626, -1.192], [-1.806, 1.374, -1.927], [-3.349, 0.441, -0.371], [-3.076, 2.945, -0.380], [-2.464, 2.761, 1.087], [-3.350, 2.266, 2.080], [-1.153, 2.076, 0.955], [-2.061, 4.522, 1.505], [-3.196, 5.183, 1.572], [-1.267, 5.044, 0.590], [-1.455, 4.508, 2.682], [1.029, -1.710, 1.121], [2.117, -2.690, 0.993], [3.740, -1.848, 0.630], [3.642, -0.380, 1.069], [3.821, 0.568, -0.120], [3.376, 1.989, 0.191], [1.558, 2.147, 0.442], [0.972, 0.912, -0.323], [1.293, 3.586, -0.565], [1.809, 4.774, -0.051], [1.602, 5.945, -0.758], [0.888, 5.919, -1.952], [0.383, 4.725, -2.441], [0.582, 3.538, -1.747], [2.362, -3.541, 2.466], [1.593, -3.214, 3.600], [1.854, -3.883, 4.770], [2.809, -4.909, 4.794], [3.529, -5.268, 3.650], [3.300, -4.601, 2.473], [3.864, -1.973, -0.445], [4.499, -2.435, 1.142], [4.401, -0.196, 1.830], [2.675, -0.197, 1.537], [3.266, 0.203, -0.985], [4.872, 0.601, -0.413], [3.643, 2.669, -0.614], [3.827, 2.349, 1.118], [2.345, 4.799, 0.891], [1.993, 6.877, -0.376], [0.727, 6.838, -2.500], [-0.169, 4.712, -3.371], [0.193, 2.605, -2.119], [0.856, -2.425, 3.532], [1.338, -3.625, 5.685], [2.987, -5.439, 5.720], [4.250, -6.072, 3.703], [3.824, -4.871, 1.564]], "forces_ev_per_a": [[-0.3, 0.5, 0.2], [0.0, 0.0, 0.0], [0.1, 0.0, 0.0], [-0.1, 0.0, -0.1], [0.2, 0.1, 0.1], [-0.2, -0.1, 0.0], [0.0, 0.0, 0.0], [0.0, 0.0, 0.1], [0.0, -0.1, 0.1], [0.0, 0.0, 0.0], [0.0, 0.0, 0.0], [0.1, 0.1, 0.1], [-0.1, -0.1, 0.0], [0.0, -0.1, -0.4], [0.0, 0.0, 0.0], [0.0, 0.0, 0.0], [0.0, 0.0, 0.0], [0.0, 0.0, 0.0], [0.0, 0.0, 0.0], [0.0, 0.0, 0.0], [0.0, 0.0, 0.0], [0.0, 0.0, 0.0], [0.0, 0.0, 0.0], [0.0, 0.1, 0.0], [0.0, 0.0, 0.0], [0.1, 0.2, -0.1], [0.0, 0.0, 0.0], [0.0, 0.0, 0.0], [0.0, -0.2, 0.1], [0.0, 0.0, -0.1], [0.0, -0.1, 0.0], [-0.1, -0.1, 0.3], [0.0, 0.3, -0.5], [0.0, -0.1, 0.1], [0.0, -0.1, 0.3], [-0.1, 0.0, 0.0], [0.1, 0.0, 0.0], [0.0, 0.0, 0.0], [0.0, 0.0, 0.0], [0.1, -0.2, -0.2], [0.2, 0.1, 0.3], [-0.2, 0.0, -0.2], [0.1, 0.0, -0.1], [-0.1, 0.0, 0.1], [0.1, -0.1, -0.1], [0.1, -0.1, 0.1], [0.1, 0.2, -0.2], [0.0, 0.1, 0.1], [-0.1, 0.0, 0.1], [0.0, 0.0, -0.1], [0.0, 0.0, 0.1], [0.0, 0.0, -0.1], [0.1, 0.0, 0.0], [0.0, -0.2, 0.2], [-0.1, 0.0, -0.1], [0.0, 0.0, 0.0], [0.0, 0.0, 0.0], [0.0, 0.0, 0.0], [0.1, 0.1, -0.1], [0.0, 0.1, 0.0], [0.0, -0.1, 0.1], [0.0, 0.0, 0.0], [0.0, 0.0, 0.0], [0.0, 0.0, 0.0], [0.0, 0.0, 0.0], [0.0, 0.0, 0.0], [-0.1, 0.1, 0.0], [0.0, 0.0, 0.0], [0.0, 0.0, 0.0], [0.0, 0.0, 0.0], [0.0, 0.0, 0.0], [-0.1, -0.1, 0.0], [0.0, 0.0, 0.1], [-0.1, 0.0, 0.0], [0.0, 0.0, 0.0], [0.0, 0.0, -0.1], [0.0, 0.0, 0.0]], "lowdin_charge": [1.407, 0.028, -0.224, -0.042, 0.031, -0.714, 0.187, 0.778, -0.197, 0.038, 0.013, 0.006, -0.088, -0.016, 0.097, 0.122, 0.098, 0.161, 0.149, 0.137, 0.130, 0.137, 0.130, 0.092, 0.160, -0.691, 0.201, 0.196, 0.630, -0.329, -0.376, -0.250, 0.665, -0.237, -0.509, -0.685, 0.200, 0.179, 0.180, -0.516, 1.126, -0.197, -0.207, -0.219, -0.264, 1.103, -0.678, -0.417, -0.085, -0.040, -0.034, -0.036, -0.068, -0.362, -0.019, -0.003, 0.037, -0.007, -0.035, 0.104, 0.106, 0.140, 0.088, 0.097, 0.141, 0.109, 0.112, 0.125, 0.125, 0.124, 0.122, 0.085, 0.106, 0.134, 0.139, 0.137, 0.133]}

---

Record 2
{"formula": "C26H28F7N2O21S2", "method": "ωB97M-V with the def2-TZVPD basis set", "e_tot_ev": -114078.9889, "homo_lumo_gap_ev": 8.6, "fmax_ev_per_a": 3.65, "e_homo_ev": -12.728, "total_charge": 1, "elements": ["N", "S", "S", "C", "C", "C", "C", "C", "N", "H", "H", "H", "H", "H", "H", "H", "C", "C", "O", "C", "O", "O", "F", "H", "H", "H", "C", "C", "O", "C", "O", "O", "F", "H", "H", "H", "C", "C", "O", "C", "O", "O", "F", "H", "H", "H", "C", "C", "O", "C", "O", "O", "F", "H", "H", "H", "C", "C", "O", "C", "O", "O", "F", "H", "H", "H", "C", "C", "O", "C", "O", "O", "F", "H", "H", "H", "C", "C", "O", "C", "O", "O", "F", "H", "H", "H"], "xyz": [[3.517, 0.038, 1.179], [2.874, -0.813, -0.168], [3.834, -2.639, -0.313], [1.114, -1.177, 0.333], [0.413, -0.059, 0.915], [-0.974, -0.330, 1.364], [-1.363, -1.720, 1.124], [-0.535, -2.727, 0.489], [0.729, -2.434, 0.093], [3.196, -0.495, 2.006], [3.024, 0.938, 1.276], [3.231, -3.390, 0.686], [0.867, 0.948, 1.060], [-1.637, 0.440, 1.850], [-2.385, -2.033, 1.452], [-0.892, -3.775, 0.341], [-3.546, 4.652, 1.196], [-2.295, 4.053, 1.763], [-2.492, 2.656, 1.569], [-3.287, 2.555, 0.458], [-3.444, 1.550, -0.163], [-3.868, 3.736, 0.148], [-2.197, 4.295, 3.095], [-4.364, 4.680, 1.919], [-3.387, 5.654, 0.807], [-1.381, 4.365, 1.265], [4.797, -6.545, -2.163], [5.637, -5.666, -1.283], [6.951, -5.944, -1.710], [6.848, -6.295, -3.029], [7.760, -6.338, -3.782], [5.559, -6.581, -3.367], [5.520, -6.021, 0.021], [4.694, -7.558, -1.768], [3.803, -6.135, -2.339], [5.435, -4.596, -1.392], [-5.460, -1.939, -0.779], [-6.101, -0.634, -0.414], [-6.963, -0.987, 0.654], [-6.378, -2.060, 1.263], [-6.668, -2.457, 2.342], [-5.409, -2.613, 0.477], [-6.851, -0.154, -1.436], [-6.064, -2.521, -1.480], [-4.462, -1.810, -1.198], [-5.399, 0.132, -0.079], [-1.298, 8.402, 3.312], [0.170, 8.272, 3.035], [0.241, 7.099, 2.242], [-0.946, 7.029, 1.580], [-1.144, 6.332, 0.631], [-1.874, 7.851, 2.125], [0.867, 8.068, 4.178], [-1.617, 7.816, 4.177], [-1.607, 9.436, 3.456], [0.603, 9.112, 2.486], [-1.734, 0.980, -4.794], [-0.701, 1.147, -3.718], [-1.292, 0.500, -2.607], [-2.098, -0.471, -3.130], [-2.544, -1.378, -2.503], [-2.321, -0.275, -4.454], [-0.517, 2.454, -3.411], [-2.499, 1.759, -4.765], [-1.298, 0.953, -5.791], [0.263, 0.684, -3.943], [0.536, 5.625, 8.116], [0.998, 5.753, 6.693], [-0.194, 6.069, 6.000], [-0.981, 6.730, 6.898], [-1.933, 7.375, 6.599], [-0.535, 6.565, 8.170], [1.474, 4.573, 6.224], [0.155, 4.627, 8.344], [1.316, 5.876, 8.833], [1.737, 6.541, 6.529], [4.191, -9.218, -7.189], [3.559, -7.904, -6.833], [2.692, -8.247, -5.768], [3.268, -9.321, -5.153], [2.970, -9.710, -4.071], [4.231, -9.884, -5.929], [2.817, -7.422, -7.860], [3.585, -9.799, -7.888], [5.191, -9.102, -7.604], [4.266, -7.140, -6.500]], "forces_ev_per_a": [[-1.0, -1.0, 0.3], [-0.4, 0.1, 0.5], [-0.4, 0.2, 0.7], [-0.4, 0.7, 0.5], [-1.7, -1.4, 0.3], [2.3, -2.4, -1.5], [-0.3, 0.7, 0.2], [-0.2, 1.6, 0.7], [-0.9, 1.2, 0.8], [0.5, 0.3, -0.2], [0.5, -0.2, -0.5], [0.1, 0.8, -0.5], [-0.4, -1.0, -0.3], [0.9, -1.0, -0.7], [1.0, 0.3, -0.4], [0.3, 1.2, 0.1], [-0.4, 0.8, -0.1], [0.0, -0.1, 0.7], [-0.2, 0.2, -0.7], [-0.5, -0.3, -0.4], [0.1, 0.0, 0.3], [0.4, -0.6, 0.3], [0.2, 0.0, 0.0], [0.2, -0.2, 0.1], [0.0, -0.2, -0.2], [0.0, -0.1, 0.1], [-0.8, -0.2, -0.3], [0.4, -0.5, 0.4], [-0.6, 0.3, -0.4], [0.7, -0.3, -0.7], [-0.2, 0.0, 0.2], [0.3, 0.3, 0.4], [-0.1, 0.3, 0.1], [0.1, 0.1, 0.2], [0.1, 0.0, -0.2], [0.1, 0.0, 0.1], [0.6, -0.3, -0.5], [-0.5, 0.3, -0.3], [0.7, -0.3, 0.1], [-0.3, -0.4, 0.7], [0.1, 0.1, -0.3], [-0.3, 0.4, 0.2], [0.0, 0.2, 0.0], [-0.1, 0.2, 0.0], [0.0, -0.1, 0.2], [-0.1, 0.1, -0.1], [-0.5, 0.5, 0.5], [0.2, -0.1, 0.5], [-0.5, 0.3, -0.4], [-0.2, -0.1, -0.3], [0.2, 0.4, 0.2], [0.5, -0.4, -0.3], [0.2, 0.1, -0.1], [0.2, 0.0, 0.0], [-0.1, -0.1, -0.2], [0.1, -0.1, 0.1], [-0.1, 0.1, -0.8], [-0.1, 0.6, 0.3], [0.2, -0.5, -0.5], [-0.6, -0.5, 0.2], [0.2, 0.2, 0.0], [0.3, 0.0, 0.6], [0.2, 0.0, 0.1], [0.1, 0.1, 0.2], [-0.1, -0.2, 0.0], [0.0, 0.2, 0.1], [0.3, -0.1, 0.7], [0.1, -0.5, -0.3], [0.1, 0.3, 0.5], [-0.7, 0.3, 0.1], [0.2, -0.2, -0.1], [0.0, 0.0, -0.6], [0.1, 0.0, -0.1], [0.1, 0.0, -0.2], [-0.2, 0.2, 0.0], [0.1, -0.1, -0.1], [0.6, -0.3, -0.4], [-0.5, 0.2, -0.4], [0.6, -0.1, 0.1], [-0.1, -0.5, 0.7], [0.0, 0.2, -0.2], [-0.4, 0.4, 0.2], [0.0, 0.2, 0.0], [-0.1, 0.2, 0.0], [0.0, -0.1, 0.2], [-0.1, 0.1, -0.1]], "lowdin_charge": [-0.229, 0.756, 0.550, -0.499, -0.036, 0.028, -0.002, -0.075, 0.022, 0.072, 0.059, -0.088, 0.106, 0.116, 0.119, 0.136, -0.047, -0.317, 0.105, -0.528, 0.153, 0.101, 0.086, 0.155, 0.132, 0.151, -0.058, -0.345, 0.146, -0.532, 0.197, 0.069, 0.072, 0.154, 0.142, 0.114, -0.057, -0.317, 0.140, -0.542, 0.179, 0.060, 0.080, 0.151, 0.112, 0.149, -0.038, -0.303, 0.147, -0.533, 0.140, 0.089, 0.082, 0.128, 0.151, 0.179, -0.051, -0.322, 0.118, -0.531, 0.162, 0.089, 0.079, 0.153, 0.146, 0.173, -0.056, -0.319, 0.114, -0.537, 0.175, 0.087, 0.073, 0.149, 0.145, 0.175, -0.058, -0.322, 0.131, -0.546, 0.172, 0.080, 0.077, 0.149, 0.144, 0.173]}